Entry 1:
{
  "formula": "C34H36N5O6P2PbS2",
  "method": "ωB97M-V/def2-TZVPD",
  "de_lowest_ev": 1.016,
  "total_charge": 1,
  "fmax_ha_per_bohr": 0.0093,
  "e_homo_ev": -10.356,
  "lumo_ev": -2.78,
  "symbols": ["Pb", "C", "P", "C", "C", "C", "C", "C", "C", "C", "P", "C", "C", "H", "H", "H", "H", "H", "H", "H", "H", "H", "H", "H", "H", "H", "H", "H", "H", "C", "C", "C", "C", "C", "C", "C", "S", "O", "O", "N", "C", "C", "C", "C", "C", "N", "H", "H", "H", "H", "H", "H", "H", "H", "H", "H", "H", "O", "C", "C", "C", "C", "C", "C", "C", "O", "N", "O", "O", "H", "H", "H", "H", "C", "C", "C", "C", "N", "C", "S", "N", "H", "H", "H", "H", "H"],
  "xyz": [[1.58665, 0.44880, -1.45361], [-0.29488, 4.27238, 1.93028], [0.76407, 3.00042, 1.07224], [1.17387, 3.94687, -0.45379], [2.37764, 3.00802, 1.95003], [3.27358, 4.06899, 1.94038], [4.52230, 3.96589, 2.53906], [4.90192, 2.78571, 3.15515], [4.01581, 1.72077, 3.21355], [2.75230, 1.83373, 2.63282], [1.56172, 0.54482, 3.06309], [2.32432, -0.63650, 4.18534], [0.23072, 1.28097, 4.02090], [-0.13267, 5.26355, 1.49374], [-0.02510, 4.33547, 2.98638], [-1.94102, 3.83577, 0.94673], [1.62211, 4.91571, -0.23016], [0.23832, 4.10596, -0.99202], [1.86230, 3.39964, -1.09657], [3.00157, 4.98857, 1.43807], [5.20497, 4.80501, 2.51307], [5.88248, 2.69158, 3.60150], [4.32579, 0.81401, 3.71205], [3.14576, -1.15499, 3.69294], [1.54679, -1.36246, 4.42958], [2.67088, -0.15424, 5.09873], [0.69735, 1.63469, 4.94226], [-0.50738, 0.51211, 4.23401], [-0.23996, 2.11025, 3.49585], [-7.17787, -1.33715, -1.04816], [-5.83149, -0.67690, -0.94702], [-5.29865, -0.31191, 0.28291], [-4.06734, 0.32539, 0.36314], [-3.34813, 0.60696, -0.78814], [-3.86499, 0.24071, -2.02725], [-5.09174, -0.39511, -2.09718], [-1.82250, 1.50998, -0.47961], [-1.63854, 3.85507, 1.87036], [-2.13153, 2.95385, -0.74020], [-0.77268, 0.93719, -1.60432], [-0.72694, 1.32967, -2.92362], [-1.62797, 2.13274, -3.64667], [-1.41981, 2.28483, -4.99931], [-0.33205, 1.67804, -5.63358], [0.55282, 0.97910, -4.84841], [0.36873, 0.83466, -3.53187], [-7.47869, -1.77718, -0.09818], [-7.17801, -2.12060, -1.80606], [-7.94019, -0.60925, -1.33234], [-5.85472, -0.52157, 1.18963], [-3.66494, 0.61469, 1.32900], [-3.30997, 0.42504, -2.93419], [-5.48727, -0.68282, -3.06444], [-2.44875, 2.61558, -3.13951], [-2.11388, 2.88262, -5.57668], [-0.16805, 1.77718, -6.69616], [1.44762, 0.52727, -5.25923], [3.69650, -0.53151, -0.04584], [4.23716, -1.59729, -0.31529], [3.73410, -2.67534, -1.13952], [4.56836, -3.80201, -1.20307], [4.19031, -4.91025, -1.90696], [2.96609, -4.95129, -2.58003], [2.13942, -3.86179, -2.53794], [2.48693, -2.68280, -1.83169], [1.63938, -1.69959, -1.86952], [5.07944, -6.07367, -1.94817], [4.69735, -7.04791, -2.56432], [6.14184, -5.99319, -1.36234], [5.22980, -1.80540, 0.12226], [5.51993, -3.80372, -0.68749], [2.69386, -5.84347, -3.12576], [1.18970, -3.86299, -3.05510], [-3.00428, -3.00232, -0.28935], [-2.36723, -2.44320, 0.93593], [-2.89881, -2.60878, 2.21559], [-2.21077, -2.06250, 3.27541], [-1.05248, -1.40369, 3.11708], [-0.65985, -1.30227, 1.86863], [0.93746, -0.60208, 1.43295], [-1.22735, -1.76366, 0.77245], [-4.01767, -3.34581, -0.09395], [-2.40788, -3.84176, -0.65243], [-3.01739, -2.24130, -1.06890], [-3.82309, -3.14619, 2.37158], [-2.57553, -2.15377, 4.29133]],
  "forces_ev_per_a": [[0.070, 0.378, -0.138], [-0.090, -0.161, 0.107], [0.064, 0.172, -0.443], [0.081, 0.063, 0.098], [-0.107, -0.096, 0.230], [0.046, -0.020, -0.145], [-0.004, -0.007, 0.003], [0.028, -0.037, 0.005], [0.018, 0.074, -0.045], [0.088, -0.105, 0.095], [-0.220, -0.005, 0.274], [0.035, -0.035, -0.078], [-0.025, 0.094, -0.194], [-0.027, -0.003, -0.038], [0.053, -0.005, -0.010], [0.014, -0.180, -0.197], [-0.061, 0.022, -0.023], [-0.024, -0.040, -0.012], [0.008, -0.024, -0.003], [0.023, -0.007, 0.012], [-0.014, 0.007, 0.001], [-0.001, 0.000, -0.007], [-0.017, -0.008, 0.017], [-0.005, -0.004, 0.000], [-0.009, 0.009, -0.008], [-0.011, 0.036, -0.017], [-0.025, 0.048, 0.006], [0.025, 0.003, 0.060], [-0.023, -0.057, -0.024], [-0.004, -0.013, 0.000], [-0.002, 0.005, -0.037], [0.021, 0.003, 0.026], [-0.019, 0.037, 0.030], [-0.070, 0.158, -0.088], [0.099, -0.073, 0.035], [-0.022, -0.034, 0.026], [0.116, -0.304, 0.052], [-0.010, 0.275, 0.352], [-0.003, 0.091, 0.024], [0.009, 0.036, -0.131], [-0.140, -0.112, 0.067], [0.041, 0.022, 0.041], [-0.011, -0.007, -0.006], [0.003, 0.026, 0.007], [-0.023, 0.177, 0.025], [0.059, -0.208, -0.067], [0.003, 0.007, 0.000], [0.002, 0.002, 0.001], [0.004, 0.003, 0.002], [0.007, 0.003, -0.003], [-0.004, -0.001, 0.000], [0.021, 0.021, -0.036], [0.009, 0.003, 0.001], [-0.022, 0.000, 0.011], [0.006, 0.003, 0.004], [-0.007, -0.010, 0.003], [-0.007, -0.007, 0.001], [-0.047, -0.054, 0.001], [0.017, 0.001, 0.067], [0.046, -0.064, 0.006], [-0.012, 0.006, -0.003], [0.042, -0.035, 0.012], [-0.032, 0.016, -0.006], [0.017, -0.038, -0.011], [-0.113, 0.041, -0.001], [-0.057, -0.025, 0.044], [0.003, 0.005, 0.004], [0.006, 0.017, 0.006], [-0.023, -0.004, -0.007], [0.005, 0.006, -0.006], [0.002, -0.003, -0.002], [0.003, 0.001, -0.001], [0.002, 0.007, 0.002], [-0.011, 0.001, 0.008], [0.012, 0.020, 0.008], [-0.034, 0.010, -0.018], [0.017, 0.030, 0.012], [-0.007, -0.007, 0.100], [0.200, -0.107, -0.220], [0.081, 0.000, 0.077], [-0.071, -0.034, 0.086], [0.006, -0.007, 0.004], [0.002, 0.009, -0.010], [-0.009, -0.005, -0.011], [0.002, -0.002, -0.013], [0.009, -0.001, 0.003]]
}

Entry 2:
{
  "formula": "C3H2FNO3",
  "method": "ωB97M-V/def2-TZVPD",
  "de_lowest_ev": 1.210,
  "fmax_ha_per_bohr": 0.0389,
  "e_homo_ev": -9.235,
  "smiles": "Oc1onc(F)c1O",
  "lumo_ev": 0.20,
  "symbols": ["C", "C", "C", "H", "H", "N", "O", "O", "O", "F"],
  "xyz": [[0.83803, -0.01530, -0.54093], [-0.54828, 1.06904, 0.72225], [-0.34460, -0.21928, 0.08782], [1.16003, -1.69356, -1.25823], [-1.50270, -1.66545, 0.85778], [0.33547, 1.95427, 0.41790], [1.54291, -0.80089, -1.34400], [1.25433, 1.24785, -0.40977], [-1.13619, -1.32142, 0.04959], [-1.59900, 1.44473, 1.41758]],
  "forces_ev_per_a": [[-0.586, 0.361, -0.207], [-0.198, -0.578, -1.243], [-0.237, 1.095, 1.659], [0.242, 0.308, -0.190], [0.203, 0.340, 0.769], [0.794, -0.381, -0.261], [0.051, -0.432, 0.139], [-0.210, -0.107, 0.358], [0.102, -0.322, -1.351], [-0.161, -0.285, 0.326]]
}